[1]
The following is a quantum chemistry calculation of an isolated molecule of ClH5Si3 at a distorted geometry, from OMol25.

Values from the calculation:
DFT total energy ... -1331.57821 hartree
HOMO energy ... -8.553 eV
Orbital gap ... 0.262 Eh
Lowest unoccupied orbital energy ... -1.41 eV

Geometry as ORCA input:
```
! RIJCOSX wB97M-V def2-TZVPD def2/J DEFGRID3
* xyz 0 1
Si 0.657 0.340 0.417
Si -1.550 -0.310 0.058
Si 1.875 2.243 -0.175
Cl -2.591 1.498 0.132
H 1.110 0.460 1.930
H 1.617 -0.826 -0.142
H -1.551 -1.146 -1.094
H -2.445 -1.000 1.038
H 0.873 3.172 -0.704
*
```

Here are the natural (NBO) charges for atoms 1 to 5, given in e:
1. Si -0.1172
2. Si 0.7062
3. Si 0.5369
4. Cl -0.3933
5. H -0.0777

[2]
The following is a quantum chemistry calculation of a structure of composition ClHNO3P at a distorted geometry, from OMol25.

Values from the calculation:
DFT total energy ... -1082.58783 hartree
HOMO energy ... -10.264 eV
Orbital gap ... 0.393 Eh
Lowest unoccupied orbital energy ... 0.43 eV

Geometry as ORCA input:
```
! RIJCOSX wB97M-V def2-TZVPD def2/J DEFGRID3
* xyz 0 1
N -0.104 -1.334 -0.312
O 0.984 1.880 0.037
O 0.541 -0.629 0.767
O -0.482 -0.224 -1.124
P 0.022 0.827 0.249
Cl -1.610 1.301 1.201
H 0.648 -1.821 -0.818
*
```

Here are the natural (NBO) charges for atoms 1 to 5, given in e:
1. N -0.0418
2. O -0.9936
3. O -0.6491
4. O -0.6088
5. P 2.1464

[3]
The following is a quantum chemistry calculation of a cluster of 2 separate species, ClHOS in total at a distorted geometry, from OMol25.

Values from the calculation:
DFT total energy ... -934.11313 hartree
SMILES string ... O=S.Cl
HOMO energy ... -9.291 eV
Orbital gap ... 0.239 Eh
Lowest unoccupied orbital energy ... -2.79 eV

Geometry as ORCA input:
```
! RIJCOSX wB97M-V def2-TZVPD def2/J DEFGRID3
* xyz 0 1
O 0.809 0.909 -0.154
S 1.501 -0.420 -0.179
Cl -1.676 -0.137 -0.190
H -0.634 -0.353 0.522
*
```

So, what does the natural (NBO) scheme give us? The charges, in e, come out as:
1. O -0.6553
2. S 0.6709
3. Cl -0.2711
4. H 0.2555

[4]
The following is a quantum chemistry calculation of a structure of composition ClHf at a distorted geometry, from OMol25.

Values from the calculation:
Expectation value of S² ... 0.760
DFT total energy ... -507.21454 hartree
HOMO energy (alpha / beta) ... -21.139 / -21.264 eV
Orbital gap (alpha / beta) ... 0.234 / 0.242 Eh
Lowest unoccupied orbital energy (alpha / beta) ... -14.78 / -14.69 eV

Geometry as ORCA input:
```
! RIJCOSX wB97M-V def2-TZVPD def2/J DEFGRID3
* xyz 2 2
Hf 0.751 1.213 0.016
Cl -0.751 -1.213 -0.016
*
```

So, what does the natural (NBO) scheme give us? The charges, in e, come out as:
1. Hf 2.2501
2. Cl -0.2501